68
Properties=species:S:1:pos:R:3:forces:R:3 method="wB97M-V/def2-TZVPD" largest_force_ha_per_bohr=0.003 spin_multiplicity=1 e_lumo_ev=-0.043 gap_ev=7.089 e_above_lowest_kcal_mol=0.7
Cs 0.491 -0.397 -0.833 0.126 -0.011 -0.084
O 3.307 -1.636 -0.973 -0.001 0.014 -0.017
S 4.160 -0.528 -0.559 -0.070 -0.008 0.043
O 5.383 -0.324 -1.298 -0.006 0.022 -0.017
N 3.206 0.718 -0.464 0.013 0.014 -0.013
C 3.639 1.990 -0.199 0.007 -0.064 0.034
C 4.908 2.372 0.202 0.005 0.014 -0.009
C 5.218 3.710 0.502 0.021 -0.017 0.005
C 4.289 4.705 0.401 -0.020 0.020 -0.005
C 2.982 4.376 -0.026 0.010 0.018 0.002
C 1.977 5.356 -0.193 0.021 0.005 0.007
C 0.735 4.993 -0.624 -0.026 -0.017 -0.012
C 0.493 3.628 -0.873 -0.019 0.003 0.001
N 1.389 2.686 -0.721 -0.040 -0.013 0.002
C 2.643 3.032 -0.317 -0.007 0.003 -0.001
C 4.660 -0.945 1.104 0.005 0.007 -0.001
C 3.683 -1.254 2.042 0.004 -0.001 0.012
C 4.053 -1.590 3.334 -0.001 0.001 -0.001
C 5.398 -1.621 3.686 0.004 -0.001 -0.001
C 6.369 -1.314 2.745 0.002 -0.003 0.001
C 6.002 -0.974 1.448 -0.006 -0.007 -0.007
H 5.689 1.629 0.267 -0.002 -0.005 0.000
H 6.228 3.948 0.814 0.001 -0.002 0.001
H 4.534 5.736 0.622 0.000 0.001 0.000
H 2.216 6.392 0.017 0.001 0.001 0.000
H -0.052 5.720 -0.776 0.001 0.003 0.002
H -0.493 3.312 -1.210 -0.001 0.000 0.000
H 2.635 -1.225 1.771 -0.004 -0.001 -0.004
H 3.289 -1.823 4.066 0.000 0.000 0.000
H 5.688 -1.884 4.696 -0.001 0.000 0.001
H 7.417 -1.341 3.017 0.000 0.000 0.001
H 6.742 -0.741 0.694 0.002 0.002 0.003
Br -2.998 1.294 -0.156 0.011 0.009 0.009
C -3.985 -0.369 -0.099 0.001 0.000 -0.008
Br -2.848 -1.912 -0.222 -0.001 -0.018 0.011
H -4.666 -0.369 -0.939 -0.002 0.002 0.000
H -4.512 -0.398 0.847 -0.001 -0.003 0.000
C 0.171 3.255 2.651 0.005 0.002 -0.011
N 0.519 1.882 3.000 0.000 0.001 0.009
C 1.926 1.540 2.831 -0.010 -0.001 -0.003
C -0.408 0.906 3.098 0.003 -0.019 0.005
S -0.057 -0.705 2.732 0.009 0.048 0.028
N -1.649 1.288 3.514 -0.004 -0.002 -0.003
C -2.763 0.361 3.430 0.010 0.003 0.000
C -1.815 2.317 4.533 -0.002 -0.001 0.003
H 0.823 3.578 1.841 0.000 0.002 -0.001
H 0.301 3.943 3.491 0.000 -0.002 0.000
H -0.859 3.306 2.306 0.002 0.002 -0.002
H 2.519 2.430 3.043 0.003 -0.002 -0.001
H 2.142 1.205 1.815 0.004 -0.001 0.000
H 2.203 0.747 3.521 0.002 0.005 0.003
H -2.672 -0.246 2.535 0.000 0.001 -0.001
H -3.687 0.941 3.396 -0.002 -0.001 0.001
H -2.790 -0.310 4.294 -0.003 0.001 -0.001
H -0.848 2.633 4.914 -0.003 -0.002 0.001
H -2.384 1.897 5.366 -0.002 0.000 0.000
H -2.352 3.190 4.155 -0.001 0.000 0.001
I 0.351 -3.879 -2.964 0.008 0.003 0.065
C 0.847 -3.997 -0.919 -0.020 0.031 -0.088
C 2.138 -4.347 -0.561 -0.012 0.006 0.006
C 2.434 -4.368 0.791 0.024 -0.004 -0.004
C 1.440 -4.055 1.706 -0.016 0.006 0.020
C 0.186 -3.717 1.231 -0.008 -0.010 -0.003
N -0.112 -3.678 -0.073 -0.020 -0.033 0.023
H 2.888 -4.547 -1.310 0.003 0.002 0.001
H 3.438 -4.600 1.122 0.000 0.000 0.000
H 1.637 -4.046 2.769 0.000 -0.001 0.001
H -0.615 -3.444 1.908 -0.002 -0.002 -0.001

62
Properties=species:S:1:pos:R:3:forces:R:3 method="wB97M-V/def2-TZVPD" largest_force_ha_per_bohr=0.098 spin_multiplicity=1 e_lumo_ev=2.023 gap_ev=6.966 total_charge=-1 e_above_lowest_kcal_mol=109.3
C 7.583 0.904 4.380 -1.641 -0.060 -0.345
C 6.230 1.018 3.525 -3.187 1.139 -1.178
C 5.738 -0.051 2.502 -1.364 2.045 0.518
C 4.404 0.054 1.704 0.709 3.185 2.592
C 3.513 1.311 1.944 3.858 -0.957 1.855
C 4.016 2.356 2.971 0.428 -0.399 -0.312
C 3.073 3.638 3.260 1.118 -0.963 -0.774
Ga 2.015 3.166 4.989 1.636 0.024 0.247
F 3.332 2.554 6.238 -1.261 0.681 -1.145
Br 0.812 5.036 5.944 0.275 -0.511 -0.288
P 0.568 1.296 4.689 -0.002 -0.766 0.579
O -0.761 1.745 3.696 1.679 -0.957 -0.411
O 1.359 -0.048 3.971 -1.646 1.375 -0.572
S 0.051 0.738 6.491 -0.327 0.197 -0.842
C 5.335 2.277 3.773 -1.087 -3.769 -3.197
H 8.434 1.367 3.774 -0.989 -0.786 1.060
H 7.381 1.475 5.361 0.581 -0.805 -1.621
H 7.747 -0.193 4.652 0.107 1.544 -0.517
H 6.418 -0.965 2.371 -1.237 1.457 0.115
H 4.037 -0.745 0.968 0.894 1.239 1.312
H 2.518 1.466 1.386 1.816 -0.242 1.044
H 2.392 3.827 2.353 0.951 -0.271 1.333
H 3.744 4.551 3.405 -0.981 -1.173 -0.139
H -0.429 1.910 2.776 -0.371 0.002 1.054
H 0.947 -0.269 3.107 0.416 0.148 0.667
H 5.596 3.100 4.512 -0.417 -1.378 -1.082
C -3.627 1.500 -1.521 0.001 0.029 0.063
C -3.259 0.258 -1.013 0.023 0.036 0.051
C -2.993 0.112 0.345 -0.046 0.117 -0.090
C -3.104 1.206 1.198 -0.012 -0.036 0.026
C -3.476 2.448 0.691 0.010 -0.032 -0.071
C -3.733 2.596 -0.669 0.030 -0.122 0.031
H -3.831 1.615 -2.580 0.022 -0.034 0.071
H -3.179 -0.596 -1.677 -0.003 0.088 0.022
H -2.699 -0.855 0.739 -0.020 0.071 -0.001
H -2.901 1.091 2.258 0.012 0.034 -0.075
H -3.564 3.301 1.356 0.031 -0.090 -0.040
H -4.018 3.565 -1.065 0.013 -0.067 0.030
C -1.895 1.259 -5.044 0.012 -0.110 -0.043
C -1.000 0.544 -4.253 -0.029 -0.004 -0.019
C -0.659 -0.761 -4.594 -0.051 0.030 -0.068
C -1.204 -1.348 -5.731 -0.038 0.096 0.036
C -2.096 -0.632 -6.524 0.015 0.007 0.055
C -2.444 0.670 -6.179 0.075 -0.040 0.072
H -2.163 2.276 -4.777 0.033 -0.080 -0.010
H -0.570 1.005 -3.370 -0.064 -0.047 -0.062
H 0.033 -1.320 -3.973 -0.044 0.048 -0.045
H -0.934 -2.364 -6.000 -0.012 0.078 0.014
H -2.520 -1.090 -7.412 0.029 0.037 0.081
H -3.143 1.226 -6.795 0.054 -0.040 0.040
C -3.282 -3.731 -1.438 0.012 -0.087 -0.057
C -2.764 -3.464 -2.701 -0.013 -0.038 0.038
C -2.567 -4.501 -3.607 -0.049 -0.040 0.090
C -2.898 -5.806 -3.254 -0.005 0.086 0.052
C -3.420 -6.073 -1.992 0.020 0.068 -0.020
C -3.608 -5.037 -1.082 0.025 0.026 -0.090
H -3.433 -2.923 -0.731 0.002 -0.062 -0.054
H -2.512 -2.445 -2.980 0.003 -0.089 -0.014
H -2.156 -4.293 -4.590 -0.044 0.003 0.068
H -2.749 -6.614 -3.962 -0.008 0.058 0.058
H -3.679 -7.090 -1.717 0.030 0.088 -0.018
H -4.010 -5.246 -0.097 0.030 0.020 -0.074

71
Properties=species:S:1:pos:R:3:forces:R:3 method="wB97M-V/def2-TZVPD" largest_force_ha_per_bohr=0.033 spin_multiplicity=1 e_lumo_ev=2.445 gap_ev=7.773 total_charge=-1 e_above_lowest_kcal_mol=0.0
Sc -0.724 1.863 0.193 0.514 -0.514 -1.517
C 2.332 -1.933 -2.333 0.017 -0.046 0.048
C 2.837 -2.966 -1.355 -0.018 -0.001 -0.140
C 3.959 -3.729 -1.675 -0.008 0.005 -0.043
C 4.419 -4.756 -0.863 -0.077 0.041 0.036
C 3.738 -5.046 0.312 0.018 0.023 -0.029
C 2.642 -4.282 0.672 0.055 -0.007 0.035
C 2.192 -3.240 -0.140 -0.102 0.053 0.182
N 1.056 -2.521 0.282 0.000 -0.027 -0.147
C 0.896 -1.136 0.262 0.204 0.036 0.145
N 2.080 -0.482 0.258 -0.195 0.201 0.045
C 2.408 0.861 -0.080 0.154 -0.349 0.017
C 1.436 1.798 -0.405 -0.007 0.026 0.132
C 1.928 3.064 -0.745 0.014 0.179 -0.185
C 3.276 3.383 -0.751 0.079 -0.094 -0.005
C 4.204 2.408 -0.407 -0.008 0.011 0.007
C 3.790 1.127 -0.071 0.028 0.049 -0.032
C 4.802 0.072 0.313 0.005 0.034 -0.024
N -0.271 -0.583 0.298 0.142 0.077 -0.264
C -1.372 -1.489 0.281 0.071 0.275 0.009
C -1.966 -1.839 -0.928 -0.051 0.006 -0.102
C -3.069 -2.676 -0.963 -0.008 -0.006 0.094
C -3.592 -3.172 0.227 0.071 0.055 -0.040
C -2.984 -2.839 1.428 0.047 -0.004 0.036
C -1.862 -2.007 1.481 -0.095 -0.111 0.238
C -1.177 -1.709 2.792 -0.034 -0.100 -0.075
H 2.543 -2.261 -3.352 0.013 0.007 0.015
H 2.801 -0.956 -2.189 -0.007 -0.057 0.020
H 1.255 -1.782 -2.241 0.041 -0.034 0.024
H 4.467 -3.519 -2.611 -0.011 -0.015 0.037
H 5.290 -5.331 -1.153 -0.022 0.016 0.005
H 4.070 -5.851 0.958 -0.009 0.027 -0.029
H 2.120 -4.476 1.604 0.032 0.026 -0.047
H 0.327 -3.034 0.750 -0.042 -0.048 -0.080
H 2.862 -1.083 0.446 0.075 0.012 0.006
H 1.222 3.846 -1.010 -0.025 0.023 0.076
H 3.603 4.386 -1.005 0.008 -0.042 0.001
H 5.265 2.638 -0.391 -0.021 0.000 -0.002
H 5.806 0.498 0.313 -0.020 -0.005 -0.012
H 4.810 -0.779 -0.380 -0.019 0.044 0.023
H 4.620 -0.327 1.317 -0.002 0.038 -0.026
H -1.562 -1.415 -1.838 -0.012 -0.019 0.026
H -3.527 -2.926 -1.913 0.006 0.000 0.024
H -4.465 -3.814 0.219 0.029 0.020 -0.004
H -3.377 -3.234 2.360 0.004 0.015 -0.040
H -1.751 -2.123 3.622 0.013 0.013 -0.017
H -1.036 -0.642 2.944 -0.014 0.042 -0.034
H -0.174 -2.151 2.826 -0.065 0.003 0.002
O -1.625 2.754 3.849 -0.077 0.112 0.060
S -0.893 2.175 2.760 -0.116 -0.052 0.482
O 0.225 1.316 3.110 -0.057 0.009 0.165
O -1.824 1.360 1.830 -0.161 -0.244 0.624
O -0.412 3.214 1.753 0.060 -0.099 0.361
C -5.331 2.534 -1.759 0.026 -0.066 -0.077
N -4.033 1.928 -2.007 -0.081 0.163 -0.071
C -3.367 1.251 -1.047 0.263 -0.177 -0.071
N -4.069 0.742 -0.011 -0.041 0.186 0.194
O -2.138 1.037 -1.192 -0.535 -0.103 0.163
H -5.629 3.090 -2.644 0.025 0.011 0.012
H -5.296 3.214 -0.905 0.018 0.034 0.015
H -6.087 1.764 -1.591 0.039 -0.021 -0.005
H -3.385 2.454 -2.575 -0.033 0.021 -0.012
H -4.894 1.266 0.238 -0.022 -0.045 0.014
H -3.497 0.535 0.805 0.102 -0.038 -0.092
Cl -3.093 6.730 -0.074 0.246 -0.280 0.138
C -1.861 5.571 0.584 0.089 0.275 -0.251
Cl -0.230 6.227 0.293 -0.378 -0.290 -0.018
C -2.158 4.165 0.008 0.352 0.327 -0.863
O -1.320 3.636 -0.817 -0.274 0.456 0.684
O -3.213 3.672 0.377 -0.218 -0.081 0.062
H -2.012 5.525 1.653 0.004 0.025 0.094